DFT (ωB97M-V with the def2-TZVPD basis set) results for a single C5H9NO molecule.

Computed properties:
- SMILES: C[C@H]1CN(C)C1=O
- HOMO level: -9.37 eV
- Relative energy (zero: lowest compared OMol25 entry of this formula, charge and spin): 116.4 kJ/mol
- Total charge: 0
- Gap between HOMO and LUMO: 10.266 eV
- Total energy: -8868.006 eV

CARTESIAN COORDINATES (ANGSTROEM)
O 0.3568 1.0290 1.8111
N 0.0506 -0.8899 0.5401
C 0.7021 -1.7651 1.5134
C -0.5702 -0.7354 -0.8152
C 0.0415 1.8218 -1.3141
C -0.7084 0.7855 -0.4870
C -0.0303 0.4337 0.8313
H 0.1530 2.7358 -0.7174
H 1.0493 1.4759 -1.5740
H -1.5347 -1.2415 -0.9678
H 0.1983 -2.7188 1.6865
H 0.0702 -0.9336 -1.6884
H 1.7657 -1.9264 1.2979
H 0.6716 -1.1942 2.4526
H -1.7458 1.0978 -0.3248
H -0.4863 2.0815 -2.2386